(1)
{"formula": "C4H6O2", "method": "wB97M-V/def2-TZVPD", "e_lumo_ev": 0.5, "gap_ev": 9.9, "elements": ["C", "H", "H", "H", "C", "C", "H", "C", "H", "H", "O", "O"], "xyz": [[0.60196, 0.09097, 0.87682], [0.50355, 1.46865, 0.87117], [-1.28660, 0.24519, -1.26003], [-2.23876, -1.17121, -0.69245], [-0.45024, -0.83644, 0.40943], [-1.62360, -0.32249, -0.38672], [2.70927, 0.61992, 0.37341], [1.73578, 0.33608, -0.02763], [1.79158, -0.23189, -0.95654], [-2.22410, 0.35573, 0.23041], [0.82007, 1.44063, -0.20703], [-0.33891, -1.99513, 0.76916]], "atomic_forces_ev_per_a": [[0.0, -0.3, -0.1], [0.0, 0.2, -0.2], [0.0, -0.1, 0.1], [0.1, 0.1, 0.0], [0.0, -0.2, 0.1], [0.0, -0.1, 0.0], [-0.2, -0.1, 0.0], [0.2, -0.1, -0.1], [0.0, 0.0, 0.2], [0.1, -0.1, -0.1], [-0.1, 0.1, 0.2], [0.0, 0.4, -0.2]], "nbo_charge": [-0.11, 0.46, 0.24, 0.24, 0.50, -0.72, 0.19, -0.13, 0.20, 0.24, -0.57, -0.54]}

---

(2)
{"formula": "C25H43Ag2N2O12", "method": "wB97M-V/def2-TZVPD", "e_lumo_ev": [-9.9, -12.9], "multiplicity": 3, "total_charge": 3, "s2": 2.010, "gap_ev": [6.6, 3.6], "elements": ["C", "C", "C", "H", "H", "H", "N", "H", "C", "H", "H", "C", "O", "C", "C", "H", "C", "Ag", "H", "C", "C", "O", "C", "H", "O", "H", "H", "O", "H", "H", "O", "C", "Ag", "O", "H", "H", "H", "C", "H", "H", "H", "C", "H", "H", "O", "H", "H", "O", "C", "H", "N", "H", "H", "H", "H", "C", "H", "C", "H", "C", "C", "C", "C", "H", "C", "H", "H", "O", "H", "O", "C", "H", "C", "H", "H", "H", "O", "C", "H", "H", "H", "H", "H", "O"], "xyz": [[6.28831, 28.44402, -1.75545], [8.57251, 17.52680, 3.77872], [7.54760, 26.35458, -0.92196], [7.66146, 25.31238, -1.20298], [9.29248, 19.10473, 2.44152], [11.69629, 25.33697, -2.44280], [10.39885, 22.55072, 2.13543], [5.08817, 26.25095, -2.47759], [11.67562, 24.35954, -2.94284], [8.16055, 20.57627, -2.46761], [9.05456, 26.54604, -4.33011], [12.12421, 19.63211, 0.46995], [11.10662, 22.87735, 1.21481], [6.07719, 26.27777, -2.92811], [9.96413, 28.89224, -3.98069], [8.39913, 26.83188, -0.44490], [7.05798, 27.16779, -2.15981], [11.92419, 21.93469, 5.28271], [10.30301, 20.48568, -0.37439], [10.91820, 22.15848, -3.07525], [6.99246, 22.39826, -0.52280], [9.21570, 22.18273, 1.90157], [9.07210, 18.95539, 3.50660], [7.71874, 29.41264, -0.38641], [10.40200, 21.23346, -3.61441], [13.72933, 23.50393, -2.54018], [10.35876, 27.13414, -1.62262], [12.68129, 20.54262, 1.07654], [6.33022, 22.78217, 0.25161], [7.39470, 20.26733, -0.08139], [6.77737, 23.02049, -1.77145], [10.58356, 18.31964, -0.75436], [13.95319, 22.37676, 1.67438], [10.73812, 17.80244, 4.66669], [7.84307, 30.19480, -3.26459], [6.52345, 19.95823, -2.76765], [8.03440, 22.53419, -0.16153], [10.18856, 28.20979, -1.63366], [10.28399, 16.48401, 3.09215], [12.05379, 24.72656, -3.90216], [12.39980, 17.18846, -1.02928], [10.37308, 19.00459, 4.26396], [6.70368, 30.55556, -1.22684], [7.93986, 17.55667, 4.66494], [8.84586, 26.35752, -3.39339], [11.15785, 28.67327, -1.79860], [10.04637, 23.59126, -1.76521], [12.21959, 22.09226, -2.64349], [7.09909, 20.71611, -2.24941], [9.71347, 18.19314, -0.08864], [8.22736, 27.47843, -2.96563], [12.69407, 23.48031, -1.19274], [9.68509, 15.94459, 4.68019], [10.66029, 29.67412, -3.68690], [9.33213, 29.18109, -4.81949], [6.80467, 20.89160, -0.75374], [5.76034, 20.60722, -0.60204], [9.14528, 28.60839, -2.69994], [5.68889, 28.22753, -0.87369], [9.90958, 16.80868, 4.06500], [12.67267, 23.40099, -2.30028], [8.32887, 29.83099, -2.35284], [11.73764, 17.49417, -0.21490], [10.08675, 18.07566, -1.69122], [7.19135, 29.58882, -1.33154], [6.46804, 25.27015, -3.06561], [8.93506, 30.64597, -1.96083], [12.47347, 18.37695, 0.66366], [8.41245, 19.75924, 3.82598], [11.02578, 19.96758, 4.61453], [11.08116, 19.74575, -0.59964], [6.76257, 26.44441, -0.16902], [6.78584, 22.09256, -2.78627], [8.03046, 17.08683, 2.94818], [9.86035, 28.50984, -0.63643], [11.50101, 20.26638, -1.46963], [6.51076, 22.40962, -3.88675], [10.39580, 23.56275, -2.80191], [11.42309, 16.55150, 0.22385], [5.68572, 28.69676, -2.62660], [9.58521, 23.82891, -3.47308], [10.61616, 28.08087, -4.31591], [5.90120, 26.69076, -3.92689], [10.72560, 22.55731, 3.31363]], "atomic_forces_ev_per_a": [[1.0, 0.4, 0.3], [0.5, 0.7, 0.3], [-0.4, 0.7, 0.3], [0.4, 0.0, 0.1], [0.0, 0.0, 0.0], [-0.4, -0.4, 0.6], [1.4, 0.6, 0.3], [0.2, 0.0, 0.5], [1.2, 1.5, 0.8], [0.1, -0.2, 0.0], [0.4, -0.2, 0.1], [0.4, 0.0, -0.4], [-0.4, -0.1, 0.0], [0.4, -0.1, -1.2], [0.0, -0.2, 0.0], [0.3, -0.4, -0.1], [-1.3, -0.3, 0.9], [-0.1, -0.5, 0.4], [0.0, -0.3, 0.6], [0.3, 0.3, -0.3], [0.5, -1.1, 0.5], [-0.5, -0.2, -0.1], [0.1, -0.1, -0.5], [-0.5, -0.3, 0.2], [-0.4, -0.2, 0.4], [-0.2, 0.0, -0.7], [0.0, 0.0, 0.0], [0.1, 0.2, 0.3], [-0.1, 0.3, -0.2], [0.1, 0.1, -0.1], [0.2, 0.3, 0.5], [-1.5, 0.4, 0.8], [-0.3, -0.6, -0.4], [0.4, -0.1, -0.2], [0.3, 0.1, -0.1], [0.0, 0.0, 0.0], [-0.1, 0.4, -0.3], [-0.3, -0.4, 0.9], [0.7, 0.0, 0.3], [-0.6, -1.1, -0.6], [0.2, 0.3, 0.1], [-0.2, -0.6, 1.0], [-0.4, -0.2, 0.1], [0.0, -0.2, 0.0], [-0.6, 0.3, -0.9], [-0.2, 0.2, -0.3], [-0.1, 0.1, 0.0], [-0.2, 0.0, -0.2], [0.5, 0.7, 0.5], [0.3, 0.1, 0.3], [0.4, -0.4, 1.2], [-0.5, 0.0, -0.2], [0.8, 0.1, 0.4], [-0.2, 0.3, -0.4], [0.0, 0.3, 0.1], [-0.6, -0.4, -0.3], [0.0, 0.1, 0.2], [1.1, 0.4, -1.0], [-0.5, -0.4, -0.4], [-2.2, -0.4, -1.0], [0.6, 0.1, 1.0], [-1.5, 0.4, 0.1], [0.0, -0.7, -1.9], [1.0, -0.2, -0.5], [1.7, 0.3, -0.5], [-0.2, 0.0, 0.1], [0.4, -0.2, -0.2], [-0.3, 0.1, 0.4], [0.0, 0.0, 0.0], [0.3, 0.8, -0.2], [-0.5, 0.9, -0.3], [-0.2, -0.2, -0.2], [-0.5, -0.5, 0.1], [0.0, 0.0, 0.0], [0.0, -0.1, 0.0], [0.5, -0.8, -0.1], [0.1, 0.5, -0.9], [0.1, -0.2, -0.7], [0.1, 0.3, 0.8], [-0.3, 0.3, 0.2], [-0.1, -0.1, 0.0], [-0.1, -0.2, 0.2], [0.1, 0.0, 0.0], [-0.5, 0.1, -0.5]], "mulliken_spin": [0.02, 0.00, 0.10, 0.00, 0.00, 0.00, 0.00, 0.00, 0.00, 0.00, 0.01, 0.00, 0.11, 0.03, 0.04, -0.01, 0.00, 0.00, -0.01, 0.00, 0.04, 0.69, 0.00, 0.00, 0.00, 0.00, 0.00, 0.00, 0.00, 0.00, 0.02, 0.00, 0.00, 0.00, -0.01, 0.00, -0.02, 0.07, 0.00, 0.00, 0.00, 0.00, 0.00, 0.00, 0.10, 0.00, 0.00, 0.00, 0.00, 0.00, 0.66, 0.00, 0.00, 0.00, -0.01, 0.00, 0.00, 0.00, 0.00, 0.00, 0.00, 0.01, 0.00, 0.00, -0.01, 0.00, 0.00, 0.00, 0.00, 0.00, 0.01, 0.00, 0.00, 0.00, 0.00, 0.00, 0.01, 0.00, 0.00, 0.00, 0.00, 0.00, -0.01, 0.15]}

---

(3)
{"formula": "C33H88O11", "method": "wB97M-V/def2-TZVPD", "e_lumo_ev": 0.3, "smiles": "CC(C)O.CC(C)O.CC(C)O.CC(C)O.CC(C)O.CC(C)O.CC(C)O.CC(C)O.CC(C)O.CC(C)O.CC(C)O", "gap_ev": 9.8, "elements": ["O", "H", "H", "O", "C", "H", "H", "H", "H", "H", "H", "H", "H", "H", "O", "O", "C", "H", "H", "H", "C", "O", "C", "H", "H", "H", "H", "H", "H", "O", "H", "C", "H", "C", "H", "H", "H", "H", "H", "H", "C", "H", "H", "C", "C", "H", "H", "H", "C", "H", "H", "O", "C", "H", "C", "H", "H", "H", "H", "H", "C", "H", "H", "H", "H", "H", "H", "O", "O", "H", "C", "H", "H", "H", "O", "H", "H", "H", "C", "H", "H", "C", "H", "H", "C", "H", "H", "C", "H", "C", "H", "H", "C", "H", "H", "H", "C", "H", "C", "C", "H", "C", "O", "C", "C", "C", "H", "C", "C", "H", "H", "C", "C", "H", "H", "H", "H", "H", "H", "H", "H", "C", "H", "H", "H", "H", "H", "H", "H", "C", "H", "H"], "xyz": [[-5.73909, 0.50516, -5.30261], [1.53168, -4.94665, 4.02656], [-2.42446, 2.34738, -5.26521], [-2.48411, -1.99964, 1.91746], [3.96730, 3.82873, 0.19043], [-1.55189, 4.22005, -3.80037], [5.39427, 3.60525, 1.83992], [-4.62761, 1.74019, -4.10444], [-5.14884, 5.15168, -0.22868], [-3.72175, -0.21633, -2.61233], [-0.25065, -2.07545, 7.36159], [-0.19694, 3.68420, -6.38208], [-1.21838, 2.65666, -3.09468], [-3.27337, 2.45021, 1.40676], [-1.11019, 3.39149, -6.33868], [1.46624, -3.37801, 1.88333], [-3.89363, -1.85588, 1.60837], [-3.14907, 3.78763, -1.31356], [3.79440, -0.20363, 4.63331], [5.08531, -2.36639, 4.38274], [-3.89554, 3.33734, 1.28843], [-0.16557, -1.42545, 0.79423], [4.31374, 3.56419, 1.70250], [-0.64109, -0.21805, -1.53843], [0.92132, -5.68311, 0.39233], [-4.61218, 3.14633, -2.12338], [5.08631, 1.62233, -4.25363], [-4.46391, -1.30338, -3.79633], [1.70539, 1.25828, 0.40022], [-2.12810, -1.57498, 4.72671], [-0.72625, -5.75545, 0.88918], [1.61183, -2.71063, -1.90177], [2.81143, 2.49235, -4.27305], [-0.97555, 3.30497, -3.93659], [2.03691, -0.30224, 1.13596], [-6.87363, -0.06611, -2.95549], [-1.98060, 0.01916, -0.29560], [-3.25230, 4.21527, 1.34839], [-6.96295, 1.66712, -3.36697], [-1.86253, -1.23932, 7.19878], [-0.05682, -0.05938, 0.56903], [5.77783, 5.02918, -0.26505], [0.21494, -5.96290, 3.57352], [1.01730, -5.35439, 3.15635], [-3.96286, 3.06513, -1.25167], [1.77733, -0.20942, -0.58891], [3.93997, 2.58847, 2.01293], [-4.36582, -2.59601, 2.25440], [-1.35502, 2.55789, -5.27482], [-4.57096, 3.44878, 2.13665], [0.88836, -0.69109, 5.55223], [2.57711, 4.01860, -0.01296], [3.00617, -3.40606, -1.97950], [-0.26385, -3.80789, 2.55814], [3.25233, -2.94931, 5.33346], [3.41608, -2.80762, -3.81917], [-5.38552, 2.36807, 0.22811], [-1.71490, -2.98917, 6.91003], [0.36092, -0.57103, 3.91399], [-0.98763, 1.33046, -0.74383], [-4.09395, -0.29100, -3.63409], [-5.07345, -2.22075, -0.13158], [0.94871, -3.29511, -2.53955], [-3.20123, -0.18826, -4.25100], [4.02684, -2.52688, -0.31870], [5.08496, 3.38998, -4.49448], [4.35543, -0.58514, 3.07491], [3.08710, 3.76600, -2.70753], [3.24354, -3.63920, -3.37163], [1.66232, -6.07410, 2.65230], [-1.20446, -2.02892, 6.83606], [1.56676, -1.70049, -2.30881], [5.47512, 2.79204, -2.91861], [-0.84711, 0.81291, -6.33648], [-5.63561, 4.35657, 0.00034], [-0.22132, -4.30735, 0.08165], [-1.07080, -1.56812, 1.08025], [-5.38958, -0.37561, 2.07707], [4.69450, 5.11800, -0.34637], [-0.36238, 0.53180, 1.43229], [2.99301, -4.34513, -1.42628], [-0.00971, -0.65619, 4.93550], [4.12584, -1.64835, -1.90839], [3.47918, -2.34924, 6.21469], [1.44945, 0.19928, 0.36689], [0.97516, -2.67325, 1.45466], [4.29215, 2.96836, -0.39465], [3.10693, 1.33964, -2.50981], [-5.89798, 1.06480, -2.06720], [4.86062, 2.58492, -3.79473], [3.49806, -3.97531, 5.60738], [4.47212, 5.40010, -1.37548], [-0.47184, 1.25904, -5.41548], [-2.59119, -0.97525, 5.31618], [-0.44317, -2.76814, 4.88797], [3.16112, 4.50291, -3.31834], [-4.77336, 3.25387, 0.05866], [2.56394, 3.92283, -0.96808], [4.16786, -2.60969, -1.39636], [-4.31371, -0.42245, 1.90852], [-3.70752, -3.33802, -0.05030], [-6.30278, 0.85682, -3.05764], [3.95246, -3.14608, 2.97134], [3.63800, -0.91795, 3.82499], [-5.15891, 0.78872, -4.08129], [-0.96184, 0.24934, -0.60743], [2.18111, -2.97861, 5.13413], [-4.02501, -2.31495, 0.15125], [3.43336, 2.59075, -3.38332], [0.55278, 1.61407, -5.52592], [4.43500, 6.06101, 0.13477], [-0.88490, -1.87208, 5.32391], [0.11318, -5.06761, 0.78749], [0.10618, 3.42049, -3.86879], [3.47448, 0.39929, -2.92060], [-2.45411, -1.72486, 2.83681], [3.40082, 1.46750, -1.46800], [5.10051, -3.14495, -1.57456], [-3.49599, 2.08340, -1.33127], [3.79204, 4.28174, 2.33579], [3.03094, -3.16394, 2.70287], [4.02464, -2.38093, 4.13200], [-0.40303, 0.58530, -4.56141], [-0.48753, 0.26151, 5.27845], [-3.84575, 0.03700, 2.77917], [1.17693, -2.63868, -0.90488], [-3.49368, -1.75245, -0.61646], [2.02110, 1.30014, -2.42310], [-4.03033, 0.23950, 1.09022], [0.56336, -4.35550, 2.10654], [-6.01743, -0.41183, -5.24547], [2.62091, -0.74505, 3.47321]], "atomic_forces_ev_per_a": [[0.4, -0.1, -1.4], [0.2, 0.3, -0.3], [0.0, -0.2, -0.2], [-0.6, 0.2, -0.2], [0.9, 1.7, 1.0], [0.3, 0.2, -0.2], [-0.1, 0.1, 0.1], [-0.3, 0.2, -0.4], [0.2, 0.0, 0.0], [-0.4, 0.3, 0.2], [-0.2, 0.1, 0.5], [0.1, -0.2, 0.3], [-0.2, -0.1, 0.1], [0.0, 0.0, 0.1], [-0.5, 0.8, -1.7], [2.6, 1.0, -0.6], [1.7, -0.5, -0.6], [-0.1, 0.2, -0.1], [0.0, -0.3, 0.5], [0.1, 0.0, 0.2], [0.0, 0.2, 0.5], [0.5, -1.0, 0.5], [-0.8, 0.1, -1.3], [-0.2, -0.2, 0.1], [0.2, 0.3, -0.2], [0.0, 0.2, 0.0], [0.3, 0.1, 0.0], [-0.2, -0.1, 0.1], [-0.1, 0.1, -0.1], [-1.4, -0.9, -1.2], [-0.1, 0.1, 0.5], [0.3, -0.6, 0.3], [-0.2, 0.0, -0.3], [-0.7, -1.4, -0.5], [-0.2, 0.0, 0.2], [0.1, -0.2, -0.4], [-0.1, -0.5, -0.4], [0.1, 0.1, -0.5], [-0.2, -0.1, 0.2], [0.3, 0.1, 0.1], [1.5, 0.5, -0.8], [0.1, -0.1, 0.0], [-0.4, 0.2, -0.3], [0.4, -0.8, -0.3], [-0.3, 0.0, 0.4], [0.0, 0.0, 0.0], [0.1, -0.2, -0.1], [-0.6, 0.2, 0.0], [1.6, -0.4, 2.8], [0.1, -0.3, 0.2], [0.4, -0.1, 0.0], [0.2, -0.6, 0.6], [-0.5, 1.3, -0.2], [-1.0, -0.4, -0.1], [0.1, -0.1, -0.2], [0.0, 0.2, 0.2], [-0.4, 0.1, -0.3], [-0.1, 0.1, 0.3], [-0.6, -0.3, -0.1], [0.1, 0.2, -0.3], [-0.1, 0.6, -0.9], [-0.2, -0.2, -0.1], [-0.1, -0.1, 0.1], [0.0, 0.0, -0.2], [0.1, 0.4, 0.0], [0.0, 0.0, -0.3], [-0.3, 0.0, -0.4], [-0.4, 0.3, 0.4], [0.2, -1.0, 0.1], [0.4, 0.0, 0.2], [1.2, -0.7, -1.3], [0.6, 0.2, -0.2], [0.2, -0.4, 0.1], [0.5, -0.5, 0.1], [-0.7, 0.2, -0.2], [0.3, 0.0, -0.2], [-0.8, -0.7, 0.3], [-0.1, 0.2, -0.2], [0.3, -0.2, 0.2], [-0.3, 0.0, 0.3], [-0.3, -0.3, -0.6], [1.0, -0.4, 1.8], [0.5, 0.3, 0.3], [-0.3, 0.2, 0.0], [-0.4, 0.2, -0.3], [0.0, 0.9, -0.4], [0.3, 0.0, 0.0], [-0.9, 1.3, 0.1], [-0.1, 0.2, 0.1], [0.7, 0.4, -0.1], [0.4, -0.1, -0.3], [-0.1, -0.8, -0.3], [-0.8, 1.3, -0.1], [-0.1, 0.1, -0.1], [-0.4, -0.2, 0.0], [0.0, 0.1, 0.0], [1.2, -0.5, -0.5], [-0.8, 0.2, -0.5], [-0.8, -0.3, -0.1], [-0.4, 0.0, -0.4], [-0.1, -0.1, 0.6], [0.7, 0.6, 0.3], [0.3, -0.4, 0.0], [0.7, 0.2, 0.0], [0.4, -1.3, 2.6], [0.1, 1.4, 0.4], [-0.2, 0.4, 0.0], [-0.9, 0.3, -0.3], [-0.3, -2.0, -0.1], [0.1, 0.0, -0.4], [-0.3, -0.3, 0.8], [0.1, 2.1, 0.2], [0.0, 0.4, 0.7], [0.1, 0.5, -0.2], [0.1, 0.2, 0.0], [0.7, 0.0, 0.7], [0.6, -0.1, -0.1], [0.0, 0.2, -0.1], [0.0, -0.2, 0.3], [0.2, 0.3, -0.1], [-0.6, -0.2, -0.5], [0.0, 0.7, 0.8], [-0.7, -0.1, 0.0], [-0.3, 0.1, -0.3], [0.2, -0.5, 0.3], [0.2, -0.2, 0.0], [0.3, 0.6, 0.5], [-0.2, -0.3, -0.2], [-0.2, -0.1, -0.2], [-2.8, -1.8, 0.8], [-0.2, -0.1, -0.3], [0.0, -0.4, -0.1]], "mulliken_charge": [-0.56, 0.18, 0.15, -0.33, 1.36, 0.34, 0.36, -0.01, 0.36, -0.10, 0.37, 0.36, -0.18, 0.08, -0.56, 0.18, 0.61, 0.66, 0.51, 0.38, -1.16, 0.37, -1.37, -0.02, 0.39, 0.26, 0.40, 0.46, 0.57, -0.53, 0.39, -0.40, 0.03, -0.30, -0.31, 0.43, -0.51, 0.45, 0.34, 0.42, 0.46, 0.34, 0.39, -1.65, -0.94, -0.86, 0.18, 0.36, 0.41, 0.33, 0.36, -0.61, 0.14, -0.34, -0.90, 0.35, 0.13, 0.41, -0.20, 0.55, -0.79, 0.43, 0.44, 0.26, 0.10, 0.42, 0.30, -0.55, -0.61, 0.45, -1.59, -0.01, 0.32, 0.30, -0.61, 0.18, -0.07, 0.51, -1.37, 0.22, 0.28, -0.84, -0.10, 0.46, -0.02, -0.13, -0.28, -0.73, 0.08, -1.55, 0.34, 0.23, -1.21, 0.30, -0.17, 0.24, 0.51, 0.42, -0.43, -0.79, 0.42, -1.25, -0.55, -0.79, 0.70, -0.56, -0.29, -1.34, 0.98, 0.42, 0.39, 0.88, -1.45, 0.10, 0.33, -0.04, 0.03, 0.32, 0.00, 0.37, 0.31, 0.51, 0.22, 0.42, 0.34, 0.06, 0.08, 0.03, -0.27, 1.54, 0.42, -0.24]}

---

Record-wise energy relative to the best compared isomer or geometry (same formula, charge and spin) values, in kcal per mole: 109.09; 0.00; 63.91